Record 1
{"formula": "C5H8N2S", "method": "ωB97M-V/def2-TZVPD", "homo_lumo_gap_ha": 0.3000, "lumo_energy_ha": 0.0051, "fmax_ev_per_a": 7.36, "mol_weight_g_mol": 128.2, "symbols": ["C", "C", "C", "C", "C", "H", "H", "H", "H", "H", "H", "H", "H", "N", "N", "S"], "positions_angstrom": [[-2.1219, -0.6835, -0.1962], [-0.5370, 1.1811, 0.2520], [0.3523, 1.9814, -0.3357], [0.2606, -1.2476, -0.3323], [2.4769, -0.6816, 0.5093], [-2.6751, 0.4158, 0.4676], [-2.4724, -1.9383, 0.5573], [-2.3479, -0.6263, -1.3983], [-1.1308, 1.3515, 1.0941], [0.7126, 2.9638, 0.1509], [0.8743, 1.5197, -1.1113], [-0.1175, -2.1649, -0.8239], [2.2750, -0.6796, 1.6674], [-0.7176, -0.2633, -0.1604], [1.5113, -1.1975, -0.0672], [3.6573, 0.0692, -0.2734]], "atomic_forces_ev_per_a": [[-1.709, 1.282, 0.757], [1.632, -2.398, -1.425], [-0.428, 0.905, 2.584], [0.828, 0.665, 0.092], [1.270, 2.232, 4.453], [1.021, -4.035, -2.343], [1.185, 4.018, -2.628], [-0.575, -0.718, 3.280], [-0.711, 0.707, 1.171], [-0.977, -1.675, -1.185], [1.129, -0.106, -1.351], [0.023, 0.525, 0.488], [1.141, -0.081, -1.641], [0.474, 0.643, 0.950], [-6.166, -2.844, -2.837], [1.861, 0.879, -0.366]], "mulliken_charge": [-0.839, -0.171, -0.801, -0.023, -0.178, 0.244, 0.265, 0.313, 0.441, 0.215, 0.347, 0.377, 0.259, 0.022, -0.121, -0.351]}

Record 2
{"formula": "C5H7O3PS2", "method": "ωB97M-V/def2-TZVPD", "homo_lumo_gap_ha": 0.2032, "charge": -2, "lumo_energy_ha": 0.2098, "fmax_ev_per_a": 4.06, "smiles": "CC(=O)[P@@](=O)([O-])S/C=C(/C)[S-]", "mol_weight_g_mol": 210.2, "symbols": ["C", "C", "O", "P", "O", "O", "S", "C", "C", "C", "S", "H", "H", "H", "H", "H", "H", "H"], "positions_angstrom": [[-0.7503, -1.7112, 1.0088], [-0.1297, -1.9558, -0.2454], [0.8028, -2.7253, -0.4696], [-1.1986, -1.2844, -1.7117], [-0.4513, -1.2995, -3.0312], [-2.3750, -2.1326, -1.5981], [-1.6514, 0.8190, -1.1904], [-0.1433, 0.9830, -0.3224], [0.4186, 2.0991, 0.1537], [1.8556, 2.1000, 0.8160], [-0.4186, 3.6204, 0.2823], [-1.1518, -0.6866, 0.9071], [-0.0382, -1.7569, 1.8174], [-1.6643, -2.3264, 1.3559], [0.4525, 0.0251, -0.5598], [1.9633, 3.0045, 1.5280], [2.6040, 2.1288, -0.0172], [1.8756, 1.0986, 1.2767]], "atomic_forces_ev_per_a": [[-2.494, 0.638, 3.143], [0.543, -1.782, -3.506], [-0.630, 0.881, 0.661], [2.499, 0.975, -2.337], [-0.211, 0.296, 1.423], [-2.447, -1.288, 0.690], [-0.344, -0.671, 0.160], [1.848, -1.449, -1.304], [0.554, 1.094, 1.259], [-1.140, 0.062, -0.822], [-0.155, 0.296, -0.125], [0.091, -0.348, 0.619], [0.397, 0.051, 0.405], [1.474, 0.481, -1.208], [-0.162, 1.889, 0.917], [-0.170, -1.754, -1.153], [-0.340, 0.146, 0.815], [0.687, 0.483, 0.363]], "mulliken_charge": [-0.694, 0.352, -0.628, 0.893, -0.754, -0.715, -0.178, -0.565, 0.158, -1.020, -0.698, 0.191, 0.334, 0.228, 0.382, 0.245, 0.226, 0.244]}

Record 3
{"formula": "C4H5Cl3", "method": "ωB97M-V/def2-TZVPD", "homo_lumo_gap_ha": [0.3218, 0.2549], "lumo_energy_ha": [0.0095, -0.0302], "fmax_ev_per_a": 2.30, "mol_weight_g_mol": 159.4, "symbols": ["C", "C", "C", "C", "Cl", "Cl", "Cl", "H", "H", "H", "H", "H"], "positions_angstrom": [[0.9526, 1.3371, 0.6264], [0.8840, 0.1591, 0.0584], [1.2758, -1.0424, -0.6858], [-1.8804, -0.0294, 0.1110], [-2.4292, -0.8904, 1.6397], [-2.3840, 1.5954, 0.2278], [-2.3686, -0.8795, -1.2794], [-0.0532, 1.7240, 0.8496], [1.6877, 2.0682, 0.9075], [2.2767, -1.2015, -0.2394], [1.3622, -0.9095, -1.7343], [0.6763, -1.9311, -0.4813]], "atomic_forces_ev_per_a": [[-1.481, -0.962, -0.430], [-1.795, 0.966, -0.117], [0.999, 0.243, 2.062], [0.669, -0.791, 1.741], [0.617, 0.320, -0.997], [-0.027, 0.609, -0.288], [-0.073, -0.225, -0.599], [0.247, 0.119, 0.149], [0.984, -0.335, -0.167], [-0.022, -0.557, -0.568], [0.005, 0.378, -0.936], [-0.124, 0.234, 0.150]], "mulliken_charge": [-0.474, 0.440, -0.906, 0.161, -0.172, -0.148, -0.129, 0.031, 0.306, 0.325, 0.280, 0.285]}

Record 4
{"formula": "C12H42NO7", "method": "ωB97M-V/def2-TZVPD", "homo_lumo_gap_ha": 0.3720, "charge": 1, "lumo_energy_ha": -0.0841, "fmax_ev_per_a": 1.36, "mol_weight_g_mol": 312.5, "symbols": ["N", "H", "H", "H", "H", "O", "H", "H", "O", "H", "H", "O", "H", "H", "C", "C", "C", "O", "H", "H", "H", "H", "H", "H", "H", "H", "C", "C", "C", "O", "H", "H", "H", "H", "H", "H", "H", "H", "C", "C", "C", "O", "H", "H", "H", "H", "H", "H", "H", "H", "C", "C", "C", "O", "H", "H", "H", "H", "H", "H", "H", "H"], "positions_angstrom": [[-0.1877, -0.5442, -0.1661], [-0.5512, 0.3316, 0.2728], [-0.7039, -1.3920, 0.1735], [0.7836, -0.6355, 0.1177], [-0.3585, -0.6331, -1.1825], [-1.0341, -1.4142, -2.7209], [-0.4364, -1.5911, -3.4567], [-1.8498, -1.8776, -2.9417], [-1.5380, -2.6208, 1.1304], [-2.0626, -3.3614, 0.8066], [-1.1864, -2.9150, 1.9776], [-1.1811, 1.6441, 1.1634], [-2.1052, 1.8456, 1.3443], [-0.6848, 2.0246, 1.9132], [2.0586, 2.3987, -4.0873], [1.3894, 1.1778, -3.5025], [1.9877, -0.1025, -4.0634], [1.4372, 1.2014, -2.0831], [1.5944, 3.3161, -3.7187], [2.0155, 2.4101, -5.1734], [3.0960, 2.4429, -3.7367], [0.3307, 1.1837, -3.7826], [3.0472, -0.1759, -3.7910], [1.9023, -0.0694, -5.1474], [1.5532, -0.9989, -3.6170], [2.1894, 1.7211, -1.7846], [0.2604, 1.6767, 5.4890], [1.0716, 2.0304, 4.2471], [1.7786, 0.8765, 3.5689], [0.2841, 2.7342, 3.2901], [0.8391, 1.1904, 6.2695], [-0.6245, 1.0867, 5.2225], [-0.1538, 2.5939, 5.9211], [1.8482, 2.7012, 4.6439], [2.6608, 1.2568, 3.0578], [1.1221, 0.3563, 2.8708], [2.1083, 0.1875, 4.3471], [0.1173, 3.6211, 3.6247], [-3.9126, 1.0309, -1.1902], [-4.8731, -0.0419, -1.7030], [-5.3703, -0.9370, -0.5926], [-5.9875, 0.5728, -2.3260], [-4.4430, 1.8699, -0.7304], [-3.3379, 1.5210, -1.9885], [-3.1405, 0.6548, -0.5118], [-4.2663, -0.6628, -2.3848], [-5.9773, -1.7587, -0.9697], [-6.0098, -0.3737, 0.0925], [-4.5204, -1.3126, -0.0214], [-5.6514, 1.1072, -3.0538], [2.7284, -1.9287, -0.6084], [2.7724, -2.4653, 0.7999], [3.9551, -1.9865, 1.6011], [1.5504, -2.1932, 1.5002], [1.8823, -2.2879, -1.1990], [3.5853, -2.3539, -1.1417], [2.8403, -0.8459, -0.7108], [2.8377, -3.5585, 0.7048], [3.9632, -0.8961, 1.6808], [4.9161, -2.3085, 1.1990], [3.9256, -2.3994, 2.6138], [1.7158, -2.1237, 2.4441]], "atomic_forces_ev_per_a": [[-0.818, -0.734, -0.096], [-0.291, -0.246, -0.326], [0.448, 0.683, 0.582], [0.055, -0.241, -0.335], [0.550, 0.708, 0.217], [-0.002, -0.132, -0.178], [-0.031, 0.058, 0.005], [-0.013, 0.057, 0.045], [-0.288, -0.241, 0.019], [-0.020, 0.039, 0.002], [0.123, 0.044, -0.065], [-0.070, 0.130, 0.185], [0.004, -0.057, -0.099], [0.092, 0.063, 0.036], [0.089, 0.438, 0.438], [-0.182, -0.151, -0.469], [0.594, 0.168, 0.484], [-0.206, -0.244, 0.454], [-0.173, -0.078, -0.069], [0.147, -0.045, -0.031], [0.090, -0.123, -0.326], [-0.046, 0.111, 0.211], [0.002, 0.177, -0.200], [-0.044, -0.383, -0.043], [-0.291, 0.023, -0.241], [0.047, 0.056, -0.154], [-0.992, 0.191, -0.436], [0.578, 0.290, 1.193], [-0.081, 0.142, 0.281], [-0.028, 0.019, -0.189], [0.123, -0.151, -0.123], [0.250, -0.250, 0.083], [0.175, 0.007, 0.009], [0.027, 0.063, -0.415], [-0.038, -0.159, -0.256], [-0.015, -0.046, -0.008], [0.056, -0.132, -0.126], [-0.079, -0.001, -0.064], [0.458, 0.773, -0.141], [0.752, 0.262, 0.383], [-0.351, 0.228, 0.258], [0.250, -0.348, -0.250], [-0.158, -0.330, 0.318], [-0.203, -0.303, -0.211], [-0.267, -0.177, 0.103], [-0.452, 0.011, -0.301], [0.133, -0.071, -0.088], [0.098, 0.070, -0.027], [-0.047, -0.170, -0.029], [-0.169, 0.036, -0.016], [0.542, -0.139, -0.670], [0.102, -0.954, 0.175], [0.336, 0.236, 0.358], [-0.370, 0.511, -0.309], [-0.244, 0.140, 0.311], [0.077, 0.086, 0.133], [-0.252, 0.024, 0.211], [0.035, 0.077, 0.071], [-0.003, -0.013, -0.028], [-0.121, 0.024, -0.257], [-0.113, 0.027, -0.001], [0.226, -0.051, 0.015]], "mulliken_charge": [0.055, 0.318, 0.495, 0.022, 0.293, -0.559, 0.248, 0.260, -0.594, 0.294, 0.235, -0.669, 0.303, 0.301, -1.570, 0.780, -1.264, -0.433, 0.369, 0.403, 0.409, 0.164, 0.316, 0.390, 0.144, 0.272, -1.496, 0.563, -0.801, -0.589, 0.393, 0.308, 0.378, 0.208, 0.320, -0.001, 0.378, 0.291, -0.978, 0.757, -1.273, -0.550, 0.424, 0.396, -0.113, 0.032, 0.360, 0.346, 0.250, 0.326, -1.518, 0.873, -1.442, -0.452, 0.326, 0.516, 0.310, 0.105, 0.269, 0.398, 0.434, 0.267]}